Entry from the OMol25 dataset: a structure of composition C15H10Cl2NdO4 (the ωB97M-V functional and the def2-TZVPD basis).

```
32
Properties=species:S:1:pos:R:3:lowdin_spin:R:1
Nd -1.680 0.770 -1.301 3.029
C -0.483 -2.904 -3.621 0.000
C -0.126 -1.672 -2.838 0.000
O -1.141 -0.944 -2.642 -0.002
C 1.141 -1.435 -2.232 0.000
C 2.216 -2.337 -2.475 0.000
C 3.412 -2.225 -1.877 -0.001
C 3.616 -1.211 -0.942 0.000
C 2.635 -0.285 -0.662 -0.001
C 1.375 -0.342 -1.283 0.000
O 0.416 0.450 -0.976 -0.009
H 0.261 -3.157 -4.323 0.000
H -1.423 -2.708 -4.072 0.000
H -0.590 -3.781 -2.990 0.000
H 1.979 -3.164 -3.126 0.000
H 4.226 -2.917 -2.130 0.000
H 4.562 -1.134 -0.437 0.000
H 2.805 0.491 0.125 0.000
Cl -0.845 3.081 5.807 0.000
C -1.418 2.287 4.312 0.000
C -1.790 0.961 4.283 0.000
C -2.045 0.398 3.030 0.000
Cl -2.529 -1.221 2.868 0.000
C -1.934 1.210 1.892 0.000
O -2.201 0.676 0.741 -0.010
C -1.577 2.622 1.921 0.000
C -1.547 3.384 0.712 0.000
O -1.598 2.949 -0.427 -0.006
C -1.391 3.134 3.232 0.000
H -1.707 0.434 5.167 0.000
H -1.587 4.486 0.902 0.000
H -1.031 4.105 3.362 0.000
```

Energy relative to the best compared isomer or geometry (same formula, charge and spin): 24.6 kJ/mol
Orbital gap (spin up / spin down): 7.4 / 7.4 eV
Total charge: +1
Spin multiplicity: 4
Max |F|: 0.05724 hartree/bohr
LUMO energy (spin up / spin down): -4.0 / -4.0 eV
HOMO (spin up / spin down): -11.409 / -11.425 eV

Entry from the OMol25 dataset: a structure of composition C15H10InSbSe6Te2 (the ωB97M-V functional and the def2-TZVPD basis).

```
35
Properties=species:S:1:pos:R:3:lowdin_charge:R:1
In 0.202 -3.539 0.000 -0.449
Se -1.036 -5.780 0.015 -0.146
Te -0.165 -6.743 -2.154 0.066
Te 0.205 -4.477 -3.591 0.052
Se 1.893 -3.448 -2.064 -0.184
C -0.926 -1.883 -0.935 -0.047
C -0.698 -0.665 -0.869 -0.128
C -0.374 0.643 -0.629 -0.087
C -0.300 1.052 0.754 -0.180
C -1.122 0.419 1.702 -0.027
C -0.954 0.662 3.048 -0.143
C 0.051 1.520 3.474 -0.072
C 0.866 2.168 2.546 -0.076
C 0.693 1.947 1.197 -0.036
C -0.017 1.520 -1.742 -0.161
C -0.118 2.911 -1.639 -0.030
C 0.228 3.718 -2.709 -0.086
C 0.681 3.150 -3.893 -0.092
C 0.771 1.768 -4.010 -0.072
C 0.420 0.957 -2.946 0.006
H -1.864 -0.293 1.371 0.056
H -1.550 0.121 3.770 0.008
H 0.225 1.641 4.535 0.094
H 1.668 2.812 2.886 0.096
H 1.374 2.391 0.482 0.110
H -0.495 3.347 -0.724 0.115
H 0.144 4.794 -2.621 0.098
H 0.960 3.784 -4.726 0.096
H 1.123 1.324 -4.932 0.103
H 0.508 -0.122 -3.014 0.113
Se -0.176 -5.451 4.340 -0.298
Sb -0.571 -3.188 3.538 -0.335
Se -0.409 -1.547 5.379 -0.218
Se -2.622 -2.978 2.211 -0.173
Se 1.386 -2.536 1.949 0.027
```

Orbital gap: 3.2 eV
Total charge: -2
Spin multiplicity: 1
Max |F|: 0.01964 hartree/bohr
LUMO energy: 1.9 eV
HOMO: -1.262 eV

Entry from the OMol25 dataset: a structure of composition C15H10MoN3O8S (the ωB97M-V functional and the def2-TZVPD basis).

```
38
Properties=species:S:1:pos:R:3:lowdin_charge:R:1
Mo 0.074 -0.834 0.099 1.799
N -3.530 -1.281 2.702 0.119
C -2.519 -0.864 1.930 -0.765
S -1.596 -2.112 1.099 0.830
N -2.243 0.383 1.807 0.011
N -1.147 0.653 0.993 -0.135
C -0.994 1.954 0.880 0.008
C -0.040 2.671 0.122 -0.136
C -0.063 4.077 0.108 0.010
C 0.870 4.767 -0.626 -0.035
C 1.838 4.068 -1.357 -0.014
C 1.884 2.687 -1.362 0.033
C 0.938 2.000 -0.617 -0.272
O 0.943 0.667 -0.583 -0.197
H -3.786 -2.250 2.751 0.103
H -4.095 -0.599 3.181 0.125
H -1.715 2.529 1.452 0.149
H -0.819 4.599 0.680 0.130
H 0.859 5.848 -0.642 0.120
H 2.569 4.620 -1.934 0.124
H 2.628 2.140 -1.923 0.134
O -1.777 -4.682 -4.366 0.225
C -1.394 -3.922 -3.541 -0.197
C -1.805 -2.422 -3.413 -0.223
O -2.550 -1.811 -4.113 0.205
C -1.045 -1.960 -2.215 -0.251
C -0.278 -2.952 -1.681 -0.241
O 0.476 -2.547 -0.664 -0.198
C -0.383 -4.243 -2.393 -0.237
O 0.149 -5.286 -2.171 0.197
O -0.944 -0.802 -1.632 -0.136
C 3.267 -1.007 2.856 0.035
C 2.232 -0.265 2.089 -0.516
O 2.016 0.905 2.064 0.150
O 1.430 -1.127 1.321 -0.266
H 3.816 -0.318 3.489 0.101
H 3.943 -1.502 2.158 0.107
H 2.792 -1.785 3.453 0.104
```

Orbital gap: 6.0 eV
Total charge: +1
Spin multiplicity: 1
Max |F|: 0.00536 hartree/bohr
LUMO energy: -6.2 eV
HOMO: -12.203 eV

Entry from the OMol25 dataset: a structure of composition C15H11Cl2NO3RuSTl (the ωB97M-V functional and the def2-TZVPD basis).

```
35
Properties=species:S:1:pos:R:3:lowdin_spin:R:1
Tl -0.168 -0.734 -3.929 0.308
Ru -0.903 0.585 0.657 1.964
Cl -1.246 -0.925 -1.400 0.443
Cl -1.578 2.494 -0.380 0.349
C 0.858 1.053 0.587 0.058
C 0.277 -3.339 -4.828 0.116
C 0.380 1.467 -5.470 0.146
O 1.994 1.363 0.548 0.036
O 0.418 -4.399 -5.228 0.009
O 0.624 2.285 -6.230 0.011
N -0.688 -1.098 1.558 0.269
S -1.557 -1.301 3.013 0.038
C -0.577 -2.310 4.124 0.036
C 0.812 -2.232 4.151 0.256
C 1.525 -3.057 5.034 0.226
C 0.841 -3.936 5.892 -0.012
C -0.562 -3.999 5.855 0.205
C -1.275 -3.199 4.965 0.278
C -1.275 0.361 3.532 0.053
C -1.645 1.373 2.601 -0.002
C -1.144 2.697 2.817 0.077
C -0.511 3.021 4.003 -0.011
C -0.304 2.046 4.990 0.079
C -0.680 0.719 4.741 0.016
H -0.475 -1.969 1.045 0.013
H 1.323 -1.548 3.472 0.009
H 2.614 -3.016 5.045 0.007
H 1.403 -4.574 6.579 -0.003
H -1.088 -4.686 6.518 0.005
H -2.362 -3.254 4.896 0.009
H -2.513 1.191 1.932 0.007
H -1.231 3.450 2.038 0.004
H -0.170 4.054 4.156 -0.001
H 0.195 2.333 5.924 0.003
H -0.449 -0.042 5.477 0.000
```

Energy relative to the best compared isomer or geometry (same formula, charge and spin): 0.0 kJ/mol
Orbital gap (spin up / spin down): 6.9 / 5.0 eV
Total charge: +4
Spin multiplicity: 6
Max |F|: 0.17656 hartree/bohr
LUMO energy (spin up / spin down): -13.4 / -16.6 eV
HOMO (spin up / spin down): -20.300 / -21.602 eV

Entry from the OMol25 dataset: the molecule C15H11ClN2OS (the ωB97M-V functional and the def2-TZVPD basis).

```
31
Properties=species:S:1:pos:R:3:lowdin_charge:R:1
N -0.592 3.685 -4.124 0.186
O -1.203 -0.463 -4.454 0.085
Cl -3.921 -0.518 -3.525 0.600
C -0.349 2.614 -3.747 -0.196
N 0.451 0.041 -1.194 0.124
S -0.143 2.511 -0.611 1.090
C -1.344 0.436 -3.648 -0.422
C 0.154 1.185 -1.776 -0.505
C 0.419 0.124 0.195 -0.262
C 0.139 1.373 0.683 -0.449
C 1.147 -3.332 1.493 -0.106
C 1.276 -3.090 2.833 -0.092
C 0.780 -2.325 0.634 -0.018
C 1.204 -1.800 3.374 -0.017
C 0.745 -0.973 1.098 -0.100
C 0.961 -0.707 2.484 -0.142
C -2.701 0.702 -3.016 -0.480
C -0.097 1.240 -3.275 -0.209
C 0.132 1.720 2.154 -0.180
C 0.929 0.724 2.988 -0.141
H 1.275 -4.310 1.035 0.108
H 1.504 -3.882 3.518 0.097
H 0.598 -2.580 -0.419 0.117
H 1.338 -1.635 4.412 0.096
H -2.966 1.730 -3.286 0.095
H -2.594 0.576 -1.945 0.074
H 0.738 0.787 -3.773 0.153
H 0.541 2.740 2.331 0.123
H -0.905 1.701 2.490 0.117
H 1.960 1.078 3.045 0.123
H 0.523 0.651 4.028 0.130
```

Energy relative to the best compared isomer or geometry (same formula, charge and spin): 0.0 kJ/mol
Orbital gap: 8.6 eV
Total charge: 0
Spin multiplicity: 1
Max |F|: 0.05663 hartree/bohr
LUMO energy: 0.1 eV
Structure (SMILES): N#C[C@H](C(=O)CCl)c1nc2c(s1)CCc1ccccc1-2
HOMO: -8.508 eV

Entry from the OMol25 dataset: the molecule C15H11FN2O3 (the ωB97M-V functional and the def2-TZVPD basis).

```
32
Properties=species:S:1:pos:R:3:lowdin_charge:R:1
O 3.787 1.779 -0.047 0.138
C 2.692 1.281 0.032 -0.329
N 1.532 2.065 0.112 -0.056
C 0.300 1.752 0.621 -0.048
C -0.464 2.878 0.535 -0.046
C 0.388 3.844 -0.048 -0.134
N 1.573 3.350 -0.281 0.101
H 0.167 4.863 -0.297 0.103
H -1.482 3.007 0.841 0.093
H 0.071 0.787 1.021 0.118
C 2.495 -0.170 0.028 -0.162
C 3.447 -1.150 0.187 0.036
C 2.778 -2.379 0.040 0.012
C 1.468 -2.073 -0.220 -0.214
O 1.294 -0.742 -0.226 0.067
C 0.283 -2.959 -0.462 -0.102
O -0.813 -2.632 0.363 -0.025
C -1.556 -1.515 0.097 -0.275
C -2.477 -1.169 1.088 0.003
C -3.292 -0.068 0.938 -0.003
C -3.183 0.691 -0.215 -0.298
C -2.286 0.365 -1.212 -0.005
C -1.470 -0.742 -1.056 -0.020
H -0.766 -0.974 -1.839 0.114
H -2.222 0.976 -2.098 0.126
F -3.967 1.781 -0.363 0.050
H -4.003 0.209 1.700 0.120
H -2.533 -1.784 1.972 0.122
H 0.552 -3.983 -0.191 0.143
H -0.003 -2.942 -1.523 0.135
H 3.203 -3.359 0.110 0.115
H 4.485 -0.986 0.392 0.124
```

Energy relative to the best compared isomer or geometry (same formula, charge and spin): 0.0 kJ/mol
Orbital gap: 8.8 eV
Total charge: 0
Spin multiplicity: 1
Max |F|: 0.02646 hartree/bohr
LUMO energy: 0.0 eV
Structure (SMILES): O=C(c1ccc(COc2ccc(F)cc2)o1)n1cccn1
HOMO: -8.806 eV

Entry from the OMol25 dataset: a structure of composition C15H11FeI2N4OSSe (the ωB97M-V functional and the def2-TZVPD basis).

```
36
Properties=species:S:1:pos:R:3:lowdin_spin:R:1
Fe 0.388 0.571 -0.544 4.189
I 5.547 1.206 5.116 0.003
C 4.391 1.155 3.381 0.013
C 5.007 1.027 2.143 -0.002
C 4.235 0.988 0.995 0.016
I 5.143 0.791 -0.865 0.003
C 2.837 1.082 1.055 0.014
O 2.112 1.069 -0.050 0.199
C 2.239 1.210 2.317 0.013
C 0.743 1.294 2.387 0.006
N 0.146 0.174 1.627 0.074
C -1.252 -0.103 1.942 0.005
C -2.143 0.831 1.169 0.006
C -3.391 1.204 1.633 0.002
C -4.191 2.003 0.833 0.001
C -3.713 2.401 -0.404 0.002
C -2.449 1.998 -0.791 0.005
N -1.671 1.230 -0.018 0.058
C 3.013 1.241 3.469 -0.002
H 6.082 0.954 2.069 0.000
H 0.413 1.267 3.429 0.002
H 0.380 2.229 1.946 0.001
H 0.700 -0.663 1.784 0.001
H -1.468 -1.127 1.628 0.000
H -1.459 -0.027 3.013 0.002
H -3.724 0.869 2.606 0.000
H -5.171 2.311 1.173 0.000
H -4.295 3.025 -1.066 0.000
H -2.039 2.302 -1.742 0.000
H 2.532 1.335 4.434 0.000
Se -0.219 4.284 -3.451 0.077
C 0.117 2.755 -2.667 0.035
N 0.316 1.738 -2.111 0.060
S 0.120 -4.028 -1.278 0.098
C 0.150 -2.453 -1.096 0.046
N 0.162 -1.277 -0.945 0.075
```

Energy relative to the best compared isomer or geometry (same formula, charge and spin): 7.7 kJ/mol
Orbital gap (spin up / spin down): 7.8 / 6.4 eV
Total charge: 0
Spin multiplicity: 6
Max |F|: 0.00322 hartree/bohr
LUMO energy (spin up / spin down): -0.5 / -1.8 eV
HOMO (spin up / spin down): -8.351 / -8.199 eV